Formula: C5H8N2
Source: the Open Molecules 2025 dataset
Level of theory: wB97M-V/def2-TZVPD

Computed properties:
Frontier orbital gap (alpha / beta) (eV): 8.44 / 8.44
M (g mol⁻¹): 96.1
HOMO (alpha / beta) (eV): -8.1 / -8.1
ΔE to the lowest compared entry with this formula, charge and spin (kcal/mol): 94.6

ORCA input file:
```
! wB97M-V def2-TZVPD RIJCOSX def2/J DEFGRID3
* xyz 0 1
N -1.554 -0.712 1.507
N 0.234 2.406 -0.629
C -0.361 -0.697 -0.679
C 0.792 1.549 -0.066
C -1.268 -1.340 -1.716
C -0.719 -0.849 0.640
C 1.855 1.542 1.154
H 0.671 -0.963 -0.893
H -1.039 -2.393 -1.880
H 1.497 2.097 2.019
H -1.544 -1.213 2.387
H -1.215 -0.866 -2.695
H -2.314 -1.348 -1.416
H 2.662 2.192 0.816
H 2.303 0.596 1.450
*
```

=====

Formula: C23H25FN2O3
Source: the Open Molecules 2025 dataset
Level of theory: wB97M-V/def2-TZVPD

Computed properties:
Frontier orbital gap (eV): 9.44
M (g mol⁻¹): 396.5
HOMO (eV): -8.9
ΔE to the lowest compared entry with this formula, charge and spin (kcal/mol): 4.5

ORCA input file:
```
! wB97M-V def2-TZVPD RIJCOSX def2/J DEFGRID3
* xyz 0 1
F -1.819 -2.726 3.159
O 1.895 2.608 -1.983
O -2.221 -3.839 5.532
O -3.605 0.351 1.898
N -1.365 -0.009 1.919
N 1.996 0.572 -0.953
C 1.891 1.391 -2.036
C -3.194 -1.775 6.352
C 2.270 -0.594 -3.584
C -3.569 -0.464 6.090
C -2.607 -2.546 5.362
C 2.660 -2.587 -5.072
C -2.393 -1.971 4.114
C 0.974 1.473 1.249
C 0.862 0.727 -5.596
C 2.102 -1.213 -4.816
C -1.203 0.492 0.559
C 1.738 0.670 -3.348
C -2.607 -0.066 2.462
C 1.048 1.327 -4.356
C 0.126 1.451 -6.691
C 0.785 0.916 2.640
C -2.750 -0.666 3.838
C -3.359 0.087 4.839
C 2.161 2.337 0.943
C -0.122 -0.313 2.610
C -0.335 1.745 0.545
C 1.392 -0.540 -5.806
C 2.123 0.924 0.434
H 1.749 0.648 3.080
H -2.449 -4.122 6.423
H -0.335 -0.648 3.621
H -0.727 -0.294 -0.039
H 2.029 3.126 0.220
H 0.334 1.679 3.283
H -0.154 0.773 -7.495
H 2.856 -1.096 -2.822
H 0.748 2.240 -7.118
H -3.366 -2.210 7.330
H -0.863 2.553 1.061
H 1.256 -1.016 -6.772
H 2.771 0.225 0.952
H 1.815 -0.402 -1.129
H 0.381 -1.134 2.086
H 2.866 2.539 1.740
H -4.035 0.123 6.870
H 1.904 -3.353 -4.884
H 2.985 -2.695 -6.107
H -3.672 1.097 4.613
H -2.193 0.682 0.155
H 0.664 2.320 -4.157
H -0.165 2.075 -0.480
H 3.511 -2.795 -4.424
H -0.780 1.922 -6.309
*
```

=====

Formula: C3H5O2Tl
Source: the Open Molecules 2025 dataset
Level of theory: wB97M-V/def2-TZVPD

Computed properties:
Frontier orbital gap (alpha / beta) (eV): 5.95 / 5.89
M (g mol⁻¹): 277.5
HOMO (alpha / beta) (eV): -20.9 / -20.9
ΔE to the lowest compared entry with this formula, charge and spin (kcal/mol): 72.0

ORCA input file:
```
! wB97M-V def2-TZVPD RIJCOSX def2/J DEFGRID3
* xyz 2 1
Tl 2.212 1.001 -0.502
O 0.850 0.163 0.379
O 3.055 -0.848 -0.066
C 2.395 -1.627 0.522
C -0.481 -0.273 0.326
C -1.480 0.653 -0.338
H -1.295 1.701 -0.056
H -0.793 -0.462 1.368
H -2.500 0.429 0.009
H -1.502 0.496 -1.426
H -0.461 -1.235 -0.216
*
```

=====

Formula: C33H30N4O6PbSTe
Source: the Open Molecules 2025 dataset
Level of theory: wB97M-V/def2-TZVPD

Computed properties:
Frontier orbital gap (eV): 6.40
M (g mol⁻¹): 945.5
HOMO (eV): -2.8

ORCA input file:
```
! wB97M-V def2-TZVPD RIJCOSX def2/J DEFGRID3
* xyz -2 1
Pb -3.424 0.779 -0.898
Te -0.001 -2.302 0.195
S -3.121 3.441 -0.348
O -6.175 2.353 2.048
O -5.633 2.632 4.329
O -0.892 1.667 -2.285
O -4.089 2.507 -2.970
O -5.602 0.796 0.487
O -4.114 1.972 5.842
N -3.389 0.307 1.607
N -3.444 3.647 -3.040
N -2.257 0.170 2.393
N -1.109 0.506 -0.387
C -2.862 4.159 -1.903
C 2.677 -5.593 1.190
C 1.633 -3.408 2.508
C -3.376 4.257 -4.242
C -0.156 -1.722 -3.209
C 1.316 -3.684 1.150
C -2.562 0.780 3.580
C 4.284 -6.076 3.149
C -0.492 1.389 -1.146
C 3.018 2.979 -0.963
C 0.644 2.814 0.594
C 3.526 -0.940 -2.987
C 1.776 3.442 1.094
C -1.929 5.937 -3.317
C -3.846 1.374 3.543
C 0.743 2.146 -0.630
C 1.909 2.225 -1.397
C 2.791 -1.646 -0.847
C 1.818 -4.793 0.516
C 1.196 -1.463 -2.610
C -4.519 2.017 4.660
C 1.461 -1.706 -1.267
C 1.378 -5.082 -0.915
C 3.811 -1.230 -1.679
C 1.095 -2.208 3.178
C -2.678 5.452 -4.442
C -5.482 1.366 1.579
C 2.242 -1.099 -3.443
C 2.548 -4.230 3.157
C -4.265 1.018 2.249
C -2.114 5.344 -2.088
C 3.155 -5.282 2.456
C 2.901 3.582 0.256
H 3.759 4.173 0.515
H -2.768 6.012 -5.369
H 3.975 -6.927 3.744
H 3.114 -6.485 0.708
H -1.867 0.682 4.415
H 1.073 -1.309 2.600
H 4.269 -0.451 -3.619
H 4.826 -1.219 -1.295
H -1.252 6.802 -3.447
H -5.864 2.538 3.345
H 2.040 -1.046 -4.495
H 4.838 -5.396 3.792
H -0.854 -0.938 -2.800
H 1.904 -4.398 -1.581
H -0.544 -2.673 -2.775
H -1.605 5.716 -1.206
H 1.691 -2.046 4.077
H 4.928 -6.570 2.451
H 0.276 -4.981 -1.066
H 3.879 3.144 -1.565
H 2.842 -4.002 4.183
H 1.753 3.977 2.026
H -0.269 2.727 1.150
H -0.279 -1.677 -4.288
H 3.002 -1.912 0.181
H -0.965 0.526 0.569
H 0.036 -2.309 3.514
H -3.924 3.732 -4.995
H 1.658 -6.103 -1.118
H 1.938 1.817 -2.400
*
```

=====

Formula: C29H29FeN3O7PSSi
Source: the Open Molecules 2025 dataset
Level of theory: wB97M-V/def2-TZVPD

Computed properties:
Frontier orbital gap (alpha / beta) (eV): 7.23 / 7.16
⟨S²⟩: 6.02
M (g mol⁻¹): 678.5
HOMO (alpha / beta) (eV): -5.0 / -4.9

ORCA input file:
```
! wB97M-V def2-TZVPD RIJCOSX def2/J DEFGRID3
* xyz -1 5
Fe 0.690 0.127 0.224
S 0.101 2.842 1.994
P -0.368 1.114 -1.807
Si -0.253 -2.989 1.283
O -0.298 -1.504 0.657
O 6.525 -4.643 0.663
O -2.982 -0.857 -0.077
O 2.452 0.007 1.446
O 6.934 -4.090 2.708
O 1.067 3.861 1.534
O 1.979 -0.872 -1.146
N 6.320 -3.964 1.658
N 0.016 1.528 1.358
N -2.577 0.257 -0.751
C -2.017 4.847 -2.533
C 4.078 -1.164 2.679
C -3.469 3.697 -1.020
C -1.920 -1.568 -5.251
C 2.843 2.227 -4.222
C 4.591 -2.754 0.438
C 0.476 -4.231 0.083
C -3.119 1.342 -0.397
C 1.652 1.635 -3.819
C 3.606 -1.769 0.353
C -2.214 0.340 -3.813
C -1.007 0.068 -3.172
C 2.901 -1.652 -0.892
C 1.150 1.861 -2.542
C 1.859 2.698 -1.673
C -1.983 -3.567 1.704
C 3.542 3.058 -3.356
C -2.672 2.565 -1.093
C 5.288 -2.935 1.596
C 3.044 3.294 -2.080
C -3.152 4.842 -1.739
C -1.493 2.581 -1.840
C -1.194 3.726 -2.572
C 0.774 -3.072 2.844
C -0.276 -1.050 -3.569
C 5.023 -2.133 2.734
C 3.308 -0.913 1.476
C -0.725 -1.857 -4.605
C -2.668 -0.471 -4.845
H 4.810 -3.379 -0.420
H -0.102 -4.267 -0.846
H -1.972 -4.568 2.145
H 4.470 3.516 -3.672
H 1.491 2.894 -0.668
H -3.608 -0.242 -5.331
H 0.579 -3.993 3.403
H 0.647 -1.289 -3.052
H 0.548 -2.220 3.492
H 3.853 -0.546 3.538
H 1.116 0.997 -4.511
H 3.578 3.936 -1.392
H -2.811 1.189 -3.507
H -2.270 -2.199 -6.059
H 5.587 -2.316 3.639
H -1.758 5.723 -3.114
H -2.622 -3.595 0.816
H -2.175 -1.403 -0.165
H -2.444 -2.886 2.427
H -3.791 5.714 -1.687
H 1.844 -3.040 2.616
H -3.896 1.379 0.369
H -0.140 -2.718 -4.902
H 0.500 -5.239 0.510
H -0.289 3.759 -3.164
H 1.506 -3.957 -0.169
H 3.225 2.036 -5.217
H 3.230 -2.347 -1.691
H -4.361 3.669 -0.405
*
```

=====

Formula: C7H5N
Source: the Open Molecules 2025 dataset
Level of theory: wB97M-V/def2-TZVPD

Computed properties:
Frontier orbital gap (eV): 7.10
M (g mol⁻¹): 103.1
HOMO (eV): -8.4
ΔE to the lowest compared entry with this formula, charge and spin (kcal/mol): 103.5

ORCA input file:
```
! wB97M-V def2-TZVPD RIJCOSX def2/J DEFGRID3
* xyz 0 1
N 3.001 0.025 -1.101
C 1.794 -0.403 -1.118
C 0.071 -0.315 0.632
C -1.747 0.489 -0.756
C -1.493 0.018 0.553
C -0.636 0.219 -1.448
C 0.515 -0.242 -0.784
C 0.848 -0.399 1.719
H -0.522 0.470 -2.489
H -2.160 -0.267 1.403
H 0.904 0.188 3.049
H -2.561 1.084 -1.101
H 1.986 -0.868 1.442
*
```

=====

Formula: C20H29N3O4
Source: the Open Molecules 2025 dataset
Level of theory: wB97M-V/def2-TZVPD

Computed properties:
Frontier orbital gap (eV): 9.06
M (g mol⁻¹): 375.5
HOMO (eV): -8.4
ΔE to the lowest compared entry with this formula, charge and spin (kcal/mol): 21.2

ORCA input file:
```
! wB97M-V def2-TZVPD RIJCOSX def2/J DEFGRID3
* xyz 0 1
O -0.507 3.410 2.707
O -2.178 0.239 -0.104
O 3.557 -2.664 -0.594
O -5.094 2.430 2.737
N -0.358 1.117 2.727
N -3.442 3.530 0.656
N -1.509 2.067 1.104
C 3.405 -3.647 -1.599
C 3.021 -3.052 -2.956
C 1.696 -0.334 1.439
C -1.669 -0.959 2.694
C 1.138 -2.432 -0.282
C 0.375 -0.711 1.230
C 2.724 -1.004 0.810
C -2.126 3.138 0.304
C 2.463 -2.067 -0.057
C -4.854 1.691 1.559
C -1.591 0.738 0.822
C -3.632 4.203 1.929
C -3.982 3.235 3.065
C 4.059 -2.055 -3.485
C 3.448 -1.213 -4.603
C 5.312 -2.765 -3.992
C 0.113 -1.758 0.357
C -0.746 2.321 2.254
C -0.779 0.008 1.904
C -4.529 2.609 0.375
H 4.387 -4.124 -1.657
H 4.340 -1.391 -2.661
H -5.768 1.127 1.364
H -4.276 2.005 -0.497
H 4.175 -0.499 -4.983
H 2.676 -4.407 -1.292
H -2.412 -0.404 3.262
H 3.132 -1.850 -5.427
H -2.183 -1.631 2.013
H -4.463 4.906 1.803
H -1.063 -1.546 3.381
H -0.906 -2.041 0.148
H 6.030 -2.038 -4.366
H 5.792 -3.333 -3.200
H -1.463 4.003 0.409
H 1.934 0.494 2.089
H -3.116 2.596 3.299
H -4.029 0.982 1.725
H 2.063 -2.538 -2.855
H -4.262 3.787 3.963
H -2.728 4.754 2.185
H 2.583 -0.660 -4.243
H -5.415 3.214 0.151
H 5.060 -3.446 -4.803
H 2.893 -3.869 -3.668
H 0.193 1.011 3.560
H 0.886 -3.240 -0.949
H -2.128 2.780 -0.730
H 3.751 -0.719 0.975
*
```

=====

Formula: C12H16BeCl12F2N5O4S2
Source: the Open Molecules 2025 dataset
Level of theory: wB97M-V/def2-TZVPD

Computed properties:
Frontier orbital gap (eV): 8.17
M (g mol⁻¹): 830.9
HOMO (eV): -13.0

ORCA input file:
```
! wB97M-V def2-TZVPD RIJCOSX def2/J DEFGRID3
* xyz 1 1
Cl -0.481 0.215 6.324
Cl 5.197 2.813 -1.659
Cl 2.922 0.863 1.763
Cl 1.777 -6.194 3.329
Cl 5.228 -0.927 2.063
Cl 0.740 -6.370 0.508
Cl 2.644 -4.336 1.321
Cl -0.825 1.983 3.807
Cl 3.338 4.299 -0.007
Cl 2.543 3.396 -2.757
Cl 1.837 2.071 5.105
Cl 3.870 -0.929 -0.515
S -0.550 0.184 -0.342
S -0.381 -1.803 1.740
F -2.016 -2.278 1.809
F -1.852 -0.302 -0.619
O 0.209 -2.795 0.900
O -0.882 1.753 0.222
O 0.689 0.252 -1.140
O -0.047 -1.824 3.238
N -0.898 -1.944 -3.456
N 0.752 4.032 1.487
N -0.253 -0.429 1.198
N -3.481 0.932 -5.754
N -4.389 0.596 0.208
C -4.328 0.648 1.354
C 3.706 -0.678 1.250
C -1.464 0.002 -7.164
C 0.123 4.824 0.910
C -4.249 0.375 2.834
C 0.193 -4.243 -2.858
C 0.418 0.994 5.016
C -2.579 0.542 -6.363
C -0.476 -2.989 -3.232
C 1.269 -5.367 1.871
C 3.495 3.018 -1.307
C -0.652 6.033 0.394
Be -0.620 1.477 1.600
H -1.857 -0.444 -8.070
H -1.003 -0.824 -6.631
H -0.377 6.374 -0.610
H 0.630 -4.613 -3.801
H 0.611 0.182 4.362
H 0.958 -4.112 -2.115
H -3.729 1.211 3.315
H 3.022 -1.427 1.567
H -0.751 0.795 -7.400
H 0.440 -4.671 2.049
H -3.721 -0.600 2.969
H -5.216 0.294 3.291
H -1.708 5.938 0.428
H 3.091 2.106 -0.913
H -0.362 6.858 1.012
H -0.553 -4.959 -2.533
*
```

=====

Q: M of number 8 (C12H16BeCl12F2N5O4S2)?
A: 830.9 g mol⁻¹

=====

Q: Among the records above, which one has the highest M?
A: C33H30N4O6PbSTe

=====

Q: Look up the M of the first one.
A: 96.1 g mol⁻¹

=====

Q: M of number 1 (C5H8N2)?
A: 96.1 g mol⁻¹